1.
{
  "formula": "B4CuF4H12",
  "method": "wB97M-V/def2-TZVPD",
  "species": ["Cu", "B", "H", "H", "H", "H", "B", "H", "H", "H", "H", "B", "H", "H", "H", "H", "B", "F", "F", "F", "F"],
  "xyz": [[14.8309, 17.7438, 18.9873], [13.5469, 16.3422, 22.1778], [14.4718, 15.8694, 21.8858], [13.5626, 17.4094, 22.0193], [12.7808, 16.0108, 21.4940], [13.2571, 16.0328, 23.1700], [14.6744, 14.6204, 16.5178], [14.5776, 13.8660, 15.7524], [14.6740, 14.0640, 17.4423], [15.6266, 15.1269, 16.4874], [13.8333, 15.2879, 16.4125], [12.4379, 20.5000, 17.8137], [13.0935, 20.8579, 18.5923], [11.7366, 19.8955, 18.3677], [11.9410, 21.2940, 17.2780], [12.8939, 19.8595, 17.0748], [18.8976, 18.9651, 19.0560], [20.2387, 19.3754, 18.9812], [18.1640, 19.2740, 17.9626], [18.6971, 17.6312, 19.2950], [18.2521, 19.5225, 20.1698]],
  "lowdin_charge": [0.821, -0.361, -0.097, -0.085, -0.069, -0.091, -0.226, -0.035, -0.011, -0.036, -0.047, -0.393, -0.095, -0.091, -0.101, -0.104, -1.374, 0.084, 0.136, 0.106, 0.067],
  "total_energy_ev": -58403.82281,
  "s2": 0.76,
  "orbital_gap_ha": [0.26439, 0.08502],
  "e_homo_ev": [-4.075, -3.134],
  "de_lowest_kcal_mol": 0.00,
  "spin_multiplicity": 2,
  "charge": -2
}



2.
{
  "formula": "B7CaH28",
  "method": "wB97M-V/def2-TZVPD",
  "species": ["Ca", "B", "H", "H", "H", "H", "B", "H", "H", "H", "H", "B", "H", "H", "H", "H", "B", "H", "H", "H", "H", "B", "H", "H", "H", "H", "B", "H", "H", "H", "H", "B", "H", "H", "H", "H"],
  "xyz": [[0.0664, -0.5292, 0.3976], [-1.3290, 2.2071, 1.4732], [-0.9089, 1.2490, 0.9274], [-2.4179, 2.4894, 1.0331], [-1.5058, 1.9372, 2.6420], [-0.6393, 3.1724, 1.3208], [-0.7563, -2.2808, 2.3289], [-0.1890, -2.6762, 1.4048], [-0.8953, -1.1466, 2.1759], [-1.8243, -2.8094, 2.5077], [-0.1101, -2.4683, 3.3354], [-1.2406, 1.9433, -2.7952], [-0.6990, 1.6236, -1.7525], [-2.4374, 2.1582, -2.7263], [-0.7965, 3.0057, -3.1942], [-1.0318, 1.1350, -3.6702], [1.7583, 2.0309, -0.9188], [2.7882, 1.5055, -0.5811], [0.9146, 1.7293, -0.1386], [1.8853, 3.2440, -0.9327], [1.5218, 1.6819, -2.0311], [2.2075, -0.4748, 1.8831], [2.6931, -0.9812, 2.8783], [1.2144, 0.0196, 2.1872], [3.0055, 0.3630, 1.5845], [2.0242, -1.2268, 1.0390], [1.4188, -1.5320, -1.4154], [1.8608, -0.5479, -1.0472], [2.1087, -1.9432, -2.3222], [1.2779, -2.3233, -0.5937], [0.3718, -1.2241, -1.7547], [-2.0596, -1.8864, -0.6498], [-2.6097, -2.3587, -1.6197], [-1.8874, -0.7527, -0.8105], [-2.7328, -1.9252, 0.3412], [-1.0464, -2.4082, -0.5062]],
  "lowdin_charge": [0.946, -0.505, -0.133, -0.082, -0.088, -0.067, -0.545, -0.070, -0.089, -0.061, -0.059, -0.563, -0.066, -0.114, -0.106, -0.100, -0.557, -0.075, -0.084, -0.080, -0.057, -0.542, -0.066, -0.074, -0.048, -0.100, -0.556, -0.085, -0.049, -0.058, -0.059, -0.530, -0.065, -0.066, -0.052, -0.096],
  "total_energy_ev": -23600.60975,
  "orbital_gap_ha": 0.16714,
  "e_homo_ev": 7.051,
  "de_lowest_kcal_mol": 9.77,
  "charge": -5
}



3.
{
  "formula": "BCsF4H16O8",
  "method": "wB97M-V/def2-TZVPD",
  "species": ["Cs", "B", "F", "F", "F", "F", "O", "H", "H", "O", "H", "H", "O", "H", "H", "O", "H", "H", "O", "H", "H", "O", "H", "H", "O", "H", "H", "O", "H", "H"],
  "xyz": [[-3.2570, -2.3027, -0.1905], [-0.2120, -0.3148, -0.1584], [-1.3856, 0.4304, 0.1107], [-0.6382, -1.5378, -0.7420], [0.6206, 0.3874, -1.0130], [0.4488, -0.5588, 1.0428], [1.7927, 1.3066, 3.0598], [1.7976, 0.9603, 2.1624], [2.2322, 0.6311, 3.5823], [-2.0785, 2.9172, -1.3162], [-2.5558, 2.2371, -1.7959], [-1.4187, 2.4367, -0.8073], [2.7044, -2.2263, 0.5209], [3.4452, -1.6166, 0.5709], [1.9607, -1.7325, 0.8807], [-1.2237, -2.0938, 2.5931], [-1.9549, -1.5115, 2.8373], [-0.8070, -1.6555, 1.8421], [-3.0347, 0.0586, 2.4512], [-3.8324, 0.3716, 2.8863], [-2.6086, 0.8483, 2.0991], [2.6803, -0.1557, -2.8908], [2.8412, -1.0778, -2.6737], [1.7705, -0.0056, -2.6175], [-0.3034, -1.7784, -3.4771], [-1.0275, -1.2537, -3.8255], [-0.2591, -1.5725, -2.5364], [1.3700, 3.1002, -0.5158], [1.9182, 3.4356, -1.2291], [1.0147, 2.2729, -0.8505]],
  "lowdin_charge": [1.154, -1.291, 0.081, -0.053, 0.152, 0.130, -0.051, 0.010, 0.032, -0.048, 0.023, 0.000, -0.046, 0.038, -0.002, -0.087, -0.007, -0.023, -0.071, 0.060, 0.060, -0.057, 0.033, -0.006, -0.044, 0.034, -0.012, -0.043, 0.039, -0.008],
  "total_energy_ev": -28742.00287,
  "orbital_gap_ha": 0.34425,
  "e_homo_ev": -10.520
}



4.
{
  "formula": "BCsF4H2O",
  "method": "wB97M-V/def2-TZVPD",
  "species": ["Cs", "B", "F", "F", "F", "F", "O", "H", "H"],
  "xyz": [[3.2085, 3.1672, -0.7978], [-0.0233, -1.6641, 1.9495], [-0.3851, -1.0170, 3.1172], [-1.1934, -1.9843, 1.2855], [0.7322, -0.8484, 1.1020], [0.7125, -2.8264, 2.3518], [-0.6426, 1.6781, -3.1038], [-1.1478, 2.4909, -3.0824], [-1.2609, 1.0039, -2.8221]],
  "lowdin_charge": [0.979, -1.295, 0.096, 0.099, 0.067, 0.045, -0.057, 0.025, 0.043],
  "total_energy_ev": -14179.50258,
  "orbital_gap_ha": 0.27150,
  "e_homo_ev": -9.379
}



5.
{
  "formula": "BF4H10MgO5",
  "method": "wB97M-V/def2-TZVPD",
  "species": ["Mg", "B", "F", "F", "F", "F", "O", "H", "H", "O", "H", "H", "O", "H", "H", "O", "H", "H", "O", "H", "H"],
  "xyz": [[-0.2953, -0.3138, 0.0987], [1.5034, 2.1625, -0.1747], [2.7025, 1.5526, 0.0206], [1.2391, 2.4353, -1.4477], [0.4703, 1.3685, 0.3451], [1.5303, 3.3909, 0.5092], [0.2132, -0.8302, 1.9096], [-0.0220, -0.6213, 2.8137], [0.6650, -1.6721, 1.9676], [-1.1984, -2.0687, -0.3587], [-2.0076, -2.4923, -0.0723], [-0.7619, -2.7264, -0.9002], [-0.7722, 0.3268, -1.6961], [-0.3261, 1.0931, -2.0568], [-1.4950, 0.1627, -2.3017], [1.3827, -1.1648, -0.4917], [1.5202, -1.9994, -0.9399], [2.2179, -0.9835, -0.0606], [-1.9820, 0.5031, 0.7852], [-2.1797, 0.6398, 1.7118], [-2.4042, 1.2371, 0.3389]],
  "lowdin_charge": [0.565, -1.352, 0.184, 0.218, 0.115, 0.127, 0.017, 0.119, 0.101, 0.010, 0.113, 0.100, 0.009, 0.092, 0.112, 0.022, 0.109, 0.111, 0.011, 0.106, 0.110],
  "total_energy_ev": -27395.32173,
  "orbital_gap_ha": 0.37168,
  "e_homo_ev": -14.249,
  "charge": 1
}



6.
{
  "formula": "BF4H18O9",
  "method": "wB97M-V/def2-TZVPD",
  "species": ["B", "F", "F", "F", "F", "O", "H", "H", "O", "H", "H", "O", "H", "H", "O", "H", "H", "O", "H", "H", "O", "H", "H", "O", "H", "H", "O", "H", "H", "O", "H", "H"],
  "xyz": [[0.7721, 0.0534, -0.3002], [1.0442, 1.1723, 0.4475], [0.7937, 0.5226, -1.6146], [1.6110, -1.0743, -0.1528], [-0.4888, -0.3489, -0.0211], [0.2979, -4.5789, 2.9867], [0.3244, -5.0748, 2.1684], [0.4533, -3.6720, 2.7228], [0.2175, 5.3650, -1.4686], [-0.2334, 5.0793, -2.2632], [0.5063, 4.5532, -1.0516], [5.9930, -4.1567, 0.8992], [5.1067, -4.3725, 0.6091], [5.9633, -3.2179, 1.0835], [-3.5801, 3.1289, 3.6149], [-3.4648, 2.8833, 2.6970], [-4.1660, 3.8853, 3.5892], [-0.5685, -1.0801, -5.1982], [-0.2864, -0.5600, -4.4457], [-0.6789, -0.4420, -5.9031], [-3.6525, -3.1916, -0.9484], [-3.0444, -2.5874, -0.5226], [-3.5766, -2.9909, -1.8812], [5.1327, 1.3669, -1.3911], [4.3700, 0.8077, -1.5389], [5.7554, 1.1079, -2.0704], [-0.7851, 0.0286, 4.4010], [-1.6169, 0.4264, 4.6580], [-0.5199, 0.5115, 3.6183], [-4.1236, 2.2501, -0.6084], [-4.1043, 2.6367, -1.4838], [-3.4513, 1.5691, -0.6319]],
  "lowdin_charge": [-1.375, 0.116, 0.075, 0.073, 0.127, -0.057, 0.025, 0.032, -0.057, 0.023, 0.033, -0.060, 0.029, 0.030, -0.054, 0.027, 0.026, -0.056, 0.028, 0.022, -0.057, 0.028, 0.026, -0.054, 0.032, 0.021, -0.053, 0.021, 0.029, -0.055, 0.026, 0.031],
  "total_energy_ev": -30274.71716,
  "orbital_gap_ha": 0.39820,
  "e_homo_ev": -8.418,
  "de_lowest_kcal_mol": 39.01,
  "charge": -1
}



7.
{
  "formula": "BF4H20O10",
  "method": "wB97M-V/def2-TZVPD",
  "species": ["B", "F", "F", "F", "F", "O", "H", "H", "O", "H", "H", "O", "H", "H", "O", "H", "H", "O", "H", "H", "O", "H", "H", "O", "H", "H", "O", "H", "H", "O", "H", "H", "O", "H", "H"],
  "xyz": [[-0.2438, -0.1983, 0.6056], [-0.3951, -1.2410, 1.5206], [-0.1864, -0.7196, -0.7097], [-1.3826, 0.6258, 0.7270], [0.8801, 0.6007, 0.8956], [0.4517, 1.1684, -3.7276], [0.2421, 0.3110, -3.3192], [0.8036, 0.9449, -4.5930], [0.1343, -1.7823, -3.3110], [0.9153, -2.3198, -3.1463], [-0.2762, -1.6717, -2.4363], [0.8926, -2.3937, 3.8692], [0.9150, -1.4888, 4.2102], [0.7175, -2.2803, 2.9272], [0.1620, 0.5873, 4.0362], [-0.7268, 0.3235, 4.2977], [0.0967, 0.7435, 3.0829], [-3.4369, -1.5115, 0.1056], [-2.7709, -0.9308, 0.4966], [-2.9367, -2.0774, -0.4954], [-1.2477, -3.5509, -1.0072], [-0.6821, -3.0688, -0.3841], [-0.6394, -4.0780, -1.5349], [-2.0549, 3.0082, 2.2470], [-2.2122, 2.2720, 1.6374], [-2.7530, 3.6400, 2.0503], [2.6192, 3.1010, 0.1579], [2.3025, 2.4372, -0.4669], [2.1074, 2.9331, 0.9577], [-0.9201, 2.3380, -1.6711], [-0.4239, 2.0937, -2.4792], [-0.7187, 1.6307, -1.0427], [3.4998, -0.1016, -1.4215], [4.1479, 0.6019, -1.5335], [3.1199, 0.0537, -0.5452]],
  "lowdin_charge": [-1.247, 0.131, 0.109, 0.104, 0.123, -0.061, 0.020, 0.049, -0.060, 0.047, 0.013, -0.081, 0.002, 0.004, -0.051, 0.052, 0.016, -0.059, 0.001, 0.005, -0.048, 0.034, 0.039, -0.064, 0.014, 0.027, -0.066, 0.014, 0.031, -0.073, -0.011, -0.010, -0.061, 0.032, 0.025],
  "total_energy_ev": -32356.52093,
  "orbital_gap_ha": 0.37372,
  "e_homo_ev": -7.639,
  "de_lowest_kcal_mol": 6.53,
  "charge": -1
}



What did the sixth record say?
{
  "formula": "BF4H18O9",
  "method": "wB97M-V/def2-TZVPD",
  "species": ["B", "F", "F", "F", "F", "O", "H", "H", "O", "H", "H", "O", "H", "H", "O", "H", "H", "O", "H", "H", "O", "H", "H", "O", "H", "H", "O", "H", "H", "O", "H", "H"],
  "xyz": [[0.7721, 0.0534, -0.3002], [1.0442, 1.1723, 0.4475], [0.7937, 0.5226, -1.6146], [1.6110, -1.0743, -0.1528], [-0.4888, -0.3489, -0.0211], [0.2979, -4.5789, 2.9867], [0.3244, -5.0748, 2.1684], [0.4533, -3.6720, 2.7228], [0.2175, 5.3650, -1.4686], [-0.2334, 5.0793, -2.2632], [0.5063, 4.5532, -1.0516], [5.9930, -4.1567, 0.8992], [5.1067, -4.3725, 0.6091], [5.9633, -3.2179, 1.0835], [-3.5801, 3.1289, 3.6149], [-3.4648, 2.8833, 2.6970], [-4.1660, 3.8853, 3.5892], [-0.5685, -1.0801, -5.1982], [-0.2864, -0.5600, -4.4457], [-0.6789, -0.4420, -5.9031], [-3.6525, -3.1916, -0.9484], [-3.0444, -2.5874, -0.5226], [-3.5766, -2.9909, -1.8812], [5.1327, 1.3669, -1.3911], [4.3700, 0.8077, -1.5389], [5.7554, 1.1079, -2.0704], [-0.7851, 0.0286, 4.4010], [-1.6169, 0.4264, 4.6580], [-0.5199, 0.5115, 3.6183], [-4.1236, 2.2501, -0.6084], [-4.1043, 2.6367, -1.4838], [-3.4513, 1.5691, -0.6319]],
  "lowdin_charge": [-1.375, 0.116, 0.075, 0.073, 0.127, -0.057, 0.025, 0.032, -0.057, 0.023, 0.033, -0.060, 0.029, 0.030, -0.054, 0.027, 0.026, -0.056, 0.028, 0.022, -0.057, 0.028, 0.026, -0.054, 0.032, 0.021, -0.053, 0.021, 0.029, -0.055, 0.026, 0.031],
  "total_energy_ev": -30274.71716,
  "orbital_gap_ha": 0.39820,
  "e_homo_ev": -8.418,
  "de_lowest_kcal_mol": 39.01,
  "charge": -1
}